No. 1
Computed, not measured: C30H36Cl2N8NdO2Si as an isolated structure, with the ωB97M-V functional and the def2-TZVPD basis.

Values from the calculation:
2S+1 = 4
energy relative to the best compared isomer or geometry (same formula, charge and spin) = 0.000 eV
HOMO energy (alpha / beta) = -0.3687 / -0.3692 Ha
charge = +1
HOMO-LUMO gap (alpha / beta) = 8.07 / 8.09 eV

Last column: Mulliken charge in e.
Element x y z (Å)
Nd1 10.50214 -14.06972 -6.97364  0.54
C1 8.47417 -17.02770 -7.73334  -1.17
N1 9.58584 -16.64349 -6.85142  -0.13
C2 9.34572 -16.94366 -5.48089  -0.25
C3 8.29854 -15.89141 -5.09530  -0.37
N2 8.33997 -14.68876 -5.62923  0.79
C4 7.33708 -13.96926 -4.99858  -0.17
C5 6.95230 -12.60784 -5.05376  -0.58
C6 5.90802 -12.16203 -4.25269  -0.89
C7 5.20038 -13.06093 -3.44302  -0.49
C8 5.56661 -14.40976 -3.33981  -1.26
C9 6.64401 -14.80753 -4.12006  1.22
N3 7.22213 -16.04096 -4.25085  0.02
C10 8.42211 -16.14461 -8.99001  -0.02
N4 9.06013 -14.99695 -9.03669  0.66
C11 8.74898 -14.49155 -10.27865  -0.07
C12 9.19624 -13.28559 -10.84577  -0.13
C13 8.59541 -12.92484 -12.03833  -0.84
C14 7.69991 -13.77275 -12.70403  -0.45
C15 7.29093 -15.00315 -12.17285  -0.91
C16 7.93004 -15.35639 -10.98801  0.54
N5 7.70114 -16.38436 -10.08814  -0.10
H1 7.58866 -16.82843 -7.27109  0.52
H2 8.55331 -18.12295 -7.92699  0.45
H3 10.47402 -16.98710 -7.22689  0.38
H4 10.24592 -16.85121 -4.88111  -0.29
H5 8.96658 -17.98044 -5.33052  0.52
H6 7.44221 -11.91197 -5.78840  0.41
H7 5.68759 -11.12789 -4.35915  0.50
H8 4.38625 -12.67043 -2.85297  0.39
H9 5.06607 -15.05073 -2.70356  0.55
H10 6.96426 -16.87822 -3.76028  0.21
H11 10.03180 -12.71518 -10.41279  0.27
H12 8.87609 -11.96532 -12.50038  0.42
H13 7.25000 -13.46139 -13.62994  0.42
H14 6.55773 -15.72660 -12.65968  0.29
H15 7.08829 -17.15852 -10.30185  0.23
C17 12.03672 -16.37529 -10.13237  -1.21
C18 12.80717 -16.33582 -8.87265  0.71
C19 14.06448 -16.89151 -8.81370  -0.95
C20 14.64452 -17.02997 -7.57864  -0.65
C21 14.06678 -16.49086 -6.43262  -0.79
C22 12.86793 -15.75180 -6.57400  0.72
N6 12.25760 -15.75628 -7.80507  0.28
N7 12.14771 -15.10040 -5.57733  0.54
Si1 12.41710 -15.08049 -3.83603  0.08
C23 13.76935 -13.95891 -3.25997  -1.14
C24 13.01432 -16.72539 -3.15902  -1.36
C25 10.76806 -14.78718 -2.90449  -0.53
H16 11.24165 -17.09045 -10.14303  0.20
H17 12.68946 -16.59202 -10.99136  0.44
H18 11.54957 -15.42456 -10.34009  0.14
H19 14.52667 -17.26312 -9.72857  0.44
H20 15.60487 -17.49779 -7.44369  0.45
H21 14.57081 -16.50410 -5.46789  0.25
H22 14.64316 -13.94873 -3.91679  0.33
H23 14.08208 -14.22287 -2.26453  0.36
H24 13.46629 -12.89494 -3.18668  0.22
H25 14.06691 -16.78874 -3.39487  0.40
H26 12.49947 -17.62655 -3.50847  0.32
H27 12.88007 -16.66009 -2.08665  0.42
H28 10.33239 -15.75079 -2.62078  0.38
H29 10.03112 -14.35757 -3.60585  -0.17
H30 10.96282 -14.07564 -2.06288  0.40
C26 11.01167 -10.23633 -2.01927  -1.34
C27 11.01733 -10.42489 -3.52789  -0.40
C28 10.98470 -11.71051 -4.17411  0.07
N8 10.83743 -12.54890 -4.95269  0.11
H31 10.78919 -9.17702 -1.80966  0.37
H32 12.03867 -10.36286 -1.59974  0.33
H33 10.37800 -10.87194 -1.41401  0.38
H34 11.88965 -9.87074 -3.82714  0.28
H35 10.14210 -9.89205 -3.99456  0.31
Cl1 13.22679 -10.75083 -7.32287  -0.15
C29 11.74355 -10.35096 -8.24376  -0.01
Cl2 10.67392 -9.17973 -7.43160  -0.16
C30 11.02454 -11.71096 -8.26454  0.43
O1 9.92146 -11.80578 -7.71450  -0.51
O2 11.66583 -12.68760 -8.78677  -0.57
H36 11.99945 -9.96772 -9.20966  0.39

Atomic forces in eV per Å
Nd 0.031 -0.738 -0.842
C 2.569 -0.595 -1.893
N 0.878 0.339 -1.765
C -1.643 -0.367 0.647
C -0.360 -0.600 0.240
N 0.323 0.042 0.548
C -0.866 1.104 0.529
C 0.762 0.040 -1.074
C 0.889 -1.190 -0.829
C 0.351 -0.358 0.329
C 0.642 2.431 -1.373
C -0.554 0.229 -0.026
N 1.642 -0.359 -0.470
C 0.861 -0.507 1.779
N 0.073 -0.672 0.257
C 1.215 1.427 -0.673
C -0.035 -0.101 -0.134
C 0.713 0.379 -0.249
C -0.986 -0.789 0.293
C 0.041 -0.547 -0.837
C -1.029 0.583 0.700
N -0.486 -0.885 -0.938
H -2.541 0.284 1.684
H -0.354 0.685 -0.329
H -0.283 -0.058 0.363
H 0.142 0.247 -0.028
H -0.025 0.487 0.087
H -0.399 -0.742 0.930
H -0.585 0.604 0.307
H -0.138 -0.130 0.111
H -0.963 -1.270 1.159
H 0.097 -0.078 0.090
H -0.805 -0.242 -0.063
H -0.179 -0.620 0.149
H 0.006 0.179 -0.210
H 1.089 1.322 0.512
H 0.249 -0.063 0.384
C 0.248 0.926 -1.201
C 0.350 0.239 0.177
C -0.095 -0.586 -0.791
C 0.470 0.572 1.539
C -0.073 0.631 -0.279
C -0.436 -0.544 0.589
N -0.448 0.432 0.839
N 0.330 -0.304 -0.444
Si -0.334 -0.922 -0.443
C -0.136 1.614 -0.347
C -0.418 0.019 -0.544
C 0.171 0.565 -0.932
H -0.472 -0.762 0.243
H -0.190 -0.025 0.345
H 0.056 0.236 0.088
H -0.100 -0.027 0.373
H 0.197 -0.237 -0.226
H -0.110 -0.199 -0.323
H -0.037 -0.241 0.016
H 0.215 -0.306 0.453
H 0.013 -0.393 -0.121
H 0.369 -0.359 0.165
H 0.097 0.112 -0.039
H 0.142 -0.086 0.371
H 0.284 0.174 0.543
H 0.271 0.132 0.570
H -0.484 -0.787 -0.465
C 1.157 0.230 1.094
C -1.108 1.373 0.325
C -0.207 -0.576 -1.290
N 0.146 0.742 0.977
H -0.186 -0.488 -0.129
H -0.642 -0.126 -0.438
H -0.426 -0.097 -0.246
H 0.439 -0.033 -0.805
H 0.711 -0.449 0.412
Cl -0.008 0.713 0.012
C -0.555 -0.605 1.120
Cl 0.667 0.182 -0.146
C 1.387 -0.328 -1.479
O -0.822 -0.599 0.536
O -1.021 0.628 0.952
H 0.244 0.089 -0.421

---

No. 2
Computed, not measured: one molecule with the formula C4H12N2O, with the ωB97M-V functional and the def2-TZVPD basis.

Values from the calculation:
energy relative to the best compared isomer or geometry (same formula, charge and spin) = 3.460 eV
HOMO energy = -0.3227 Ha
HOMO-LUMO gap = 9.54 eV
SMILES string = NCCNCCO

Last column: Mulliken charge in e.
Element x y z (Å)
N1 -2.63026 1.26172 0.11340  -0.66
C1 -1.69993 1.04314 1.32232  -0.65
C2 -0.78165 -0.16862 1.19927  -0.52
N2 0.51387 -0.00233 0.42371  -0.32
C3 1.12577 -1.10362 -0.18813  -0.23
C4 2.20730 -0.81277 -1.18222  -0.63
O1 1.61727 -0.64937 -2.47046  -0.50
H1 -2.17579 0.83429 -0.71405  0.26
H2 -2.68397 2.28171 -0.06506  0.26
H3 -1.00416 1.87143 1.38886  0.32
H4 -2.13279 0.98633 2.29868  0.37
H5 -1.56743 -0.81907 0.70084  0.27
H6 -0.32989 -0.78114 2.06167  0.37
H7 0.29191 0.77846 -0.12283  0.22
H8 0.33004 -1.90023 -0.53842  0.27
H9 1.74652 -1.78560 0.53720  0.21
H10 3.18187 -1.48895 -1.36742  0.30
H11 2.61709 0.16009 -0.87820  0.33
H12 1.37424 0.29454 -2.51918  0.31

Atomic forces in eV per Å
N 1.286 -0.195 1.003
C 1.918 0.984 -0.903
C 0.696 -3.249 -0.710
N -2.026 1.431 1.825
C 0.396 -5.369 1.158
C 1.443 0.494 -1.514
O -0.036 1.108 -0.513
H -0.383 0.395 0.680
H 0.067 -1.011 0.142
H 0.018 0.737 0.112
H -1.194 -0.042 0.195
H 1.364 -0.501 0.024
H -1.809 1.383 -0.282
H 0.478 1.088 -1.770
H 1.445 1.442 -0.099
H -1.325 1.376 -0.130
H -2.678 0.852 1.025
H 0.283 -0.139 0.100
H 0.057 -0.784 -0.341

---

No. 3
Computed, not measured: C41H40As2B2F4N4O6SY as an isolated structure, with the ωB97M-V functional and the def2-TZVPD basis.

Values from the calculation:
energy relative to the best compared isomer or geometry (same formula, charge and spin) = 1.038 eV
HOMO energy = -0.4034 Ha
charge = +1
HOMO-LUMO gap = 7.82 eV

Last column: Mulliken charge in e.
Element x y z (Å)
Y1 -0.22214 0.08949 0.10889  0.57
C1 -4.75367 1.42111 -0.11311  -1.87
C2 -3.33566 1.17678 0.25745  0.58
N1 -2.33915 1.13607 -0.55240  0.70
O1 -2.56841 1.22368 -1.87202  -0.46
B1 -1.37860 1.75667 -2.59812  -0.51
F1 -1.39379 1.27069 -3.87176  -0.30
F2 -1.28712 3.12057 -2.50205  -0.31
O2 -0.14074 1.17991 -1.82598  2.63
N2 1.06464 1.62461 -2.41143  -1.09
C3 1.76032 2.40789 -1.68489  0.69
C4 3.03234 2.88748 -2.32124  -1.70
C5 1.51994 2.87834 -0.27850  0.07
N3 1.01934 2.03984 0.54596  0.91
O3 1.08326 2.36994 1.87176  -0.72
B2 -0.21260 2.30896 2.60766  0.87
F3 -1.13845 3.07763 1.90759  -0.34
F4 0.02304 2.69958 3.88432  -0.28
O4 -0.76148 0.84051 2.68610  -0.51
N4 -1.71458 0.52615 1.73709  0.42
C6 -2.82803 1.15833 1.65952  0.60
C7 -3.48917 1.93887 2.73197  -2.04
C8 2.00015 4.23365 0.11470  -1.75
H1 -4.87645 1.35693 -1.19064  0.29
H2 -5.05648 2.41507 0.22400  0.43
H3 -5.40712 0.69341 0.36970  0.39
H4 3.14412 2.42066 -3.29602  0.43
H5 3.89362 2.64513 -1.69537  0.35
H6 3.01125 3.96992 -2.44915  0.42
H7 -2.92398 1.87496 3.65783  0.32
H8 -4.49838 1.54712 2.88112  0.56
H9 -3.57316 2.98401 2.43551  0.37
H10 3.08530 4.24151 0.23660  0.29
H11 1.54652 4.52494 1.05645  0.46
H12 1.74426 4.95037 -0.66517  0.44
C9 -1.53054 -3.79317 0.79749  -1.28
C10 -2.24208 -3.73422 -0.55094  -1.35
As1 -1.89345 -2.03995 -1.50837  1.34
C11 -3.62813 -1.68059 -2.28747  0.77
C12 -3.71476 -1.21814 -3.59603  -0.66
C13 -4.94927 -0.87760 -4.12699  -0.80
C14 -6.09863 -0.99265 -3.35620  -0.51
C15 -6.01275 -1.44462 -2.04739  -0.95
C16 -4.77734 -1.78212 -1.51130  -0.52
C17 -0.85937 -2.62778 -3.03867  0.14
C18 0.19047 -1.83199 -3.48490  -0.09
C19 0.95468 -2.23078 -4.57491  -0.73
C20 0.67146 -3.42486 -5.21929  -0.62
C21 -0.38719 -4.21473 -4.78640  -0.94
C22 -1.15307 -3.81554 -3.70354  -0.62
As2 0.35216 -3.30230 0.54902  1.50
C23 1.10116 -3.74395 2.28320  0.45
C24 0.78781 -2.88673 3.33813  -0.36
C25 1.32472 -3.10354 4.59823  -0.81
C26 2.19137 -4.16999 4.80788  -0.55
C27 2.51164 -5.01847 3.75781  -0.79
C28 1.96863 -4.80775 2.49625  -0.57
C29 0.95767 -4.74364 -0.59388  0.31
C30 0.54980 -6.06131 -0.39509  -0.68
C31 0.99745 -7.06550 -1.23973  -0.74
C32 1.86061 -6.76142 -2.28602  -0.69
C33 2.27121 -5.45272 -2.48753  -0.68
C34 1.81542 -4.44641 -1.64678  -0.39
H13 -1.61763 -4.77802 1.25626  0.81
H14 -1.95010 -3.06762 1.49918  0.55
H15 -3.32059 -3.83028 -0.43303  0.85
H16 -1.90872 -4.54882 -1.19368  0.28
H17 -2.82206 -1.10549 -4.19801  0.33
H18 -5.01205 -0.51679 -5.14511  0.43
H19 -7.06062 -0.73005 -3.77624  0.40
H20 -6.90664 -1.53713 -1.44377  0.44
H21 -4.72450 -2.12516 -0.48310  0.42
H22 0.39375 -0.87342 -3.02101  0.51
H23 1.75561 -1.59512 -4.93118  0.50
H24 1.26228 -3.73450 -6.07186  0.43
H25 -0.62008 -5.13842 -5.29991  0.45
H26 -1.98902 -4.42956 -3.38938  0.49
H27 0.13934 -2.02958 3.18320  0.16
H28 1.07355 -2.43538 5.41170  0.47
H29 2.61279 -4.33874 5.79022  0.41
H30 3.18394 -5.85138 3.91953  0.45
H31 2.23209 -5.47236 1.68229  0.41
H32 -0.11206 -6.31354 0.42520  0.39
H33 0.67665 -8.08669 -1.08024  0.45
H34 2.20811 -7.54697 -2.94424  0.41
H35 2.93276 -5.20941 -3.30891  0.46
H36 2.11462 -3.42082 -1.83277  0.17
O5 1.74573 -0.54984 1.30044  -0.66
C35 2.63470 -0.98781 0.59259  0.73
O6 2.54364 -0.73110 -0.74402  0.47
C36 3.78885 -1.78949 0.89342  -0.58
C37 4.16619 -2.27616 2.14670  -0.30
C38 5.30403 -3.04690 2.22184  -0.94
C39 6.04996 -3.32393 1.06897  -0.51
C40 5.68428 -2.84848 -0.17768  -0.91
C41 4.53395 -2.07269 -0.25005  1.05
S1 3.81860 -1.34187 -1.65654  -0.20
H37 3.55947 -2.05871 3.01663  0.68
H38 5.62371 -3.44597 3.17422  0.48
H39 6.94175 -3.93134 1.15248  0.46
H40 6.27238 -3.07802 -1.05538  0.47

Atomic forces in eV per Å
Y 0.140 -0.550 0.010
C -0.007 -0.005 0.002
C -0.019 0.014 -0.023
N -0.068 0.061 -0.108
O 0.004 0.020 0.021
B -0.013 -0.038 -0.030
F -0.006 -0.012 0.030
F 0.016 0.009 -0.006
O 0.065 0.039 0.050
N -0.004 0.019 -0.005
C -0.013 0.008 0.003
C 0.003 0.001 -0.001
C 0.028 -0.011 -0.039
N -0.130 0.050 0.013
O -0.025 0.061 0.019
B -0.016 -0.021 0.045
F 0.001 -0.003 0.008
F 0.017 -0.016 -0.009
O 0.034 0.064 -0.052
N 0.024 0.064 -0.017
C 0.002 0.015 -0.014
C -0.002 -0.034 0.021
C 0.019 -0.014 0.003
H 0.000 0.001 0.001
H 0.001 0.002 -0.006
H 0.002 0.005 0.003
H 0.001 0.000 0.000
H -0.001 0.000 0.002
H 0.000 -0.001 0.002
H -0.003 0.004 0.004
H 0.004 -0.004 0.004
H -0.002 -0.001 0.002
H -0.001 -0.002 0.012
H -0.003 0.005 0.002
H 0.001 0.000 0.002
C -0.001 -0.004 -0.066
C 0.009 0.031 0.005
As -0.089 0.062 0.024
C 0.010 -0.002 -0.035
C -0.012 0.001 0.005
C -0.015 0.008 0.005
C 0.007 0.003 -0.005
C 0.002 -0.007 -0.003
C -0.006 -0.007 0.014
C -0.005 0.007 0.004
C -0.012 0.021 0.002
C 0.002 0.002 -0.003
C 0.004 -0.005 0.002
C 0.028 0.001 -0.012
C -0.009 -0.010 0.019
As -0.097 -0.004 -0.006
C -0.044 0.106 0.012
C 0.029 -0.010 0.007
C 0.013 -0.001 0.001
C -0.014 0.000 -0.013
C -0.013 -0.002 0.007
C 0.014 -0.047 -0.017
C -0.020 -0.036 0.028
C 0.000 0.011 0.022
C 0.024 -0.001 -0.026
C -0.015 -0.010 0.024
C -0.019 0.013 -0.019
C -0.008 0.041 0.010
H 0.015 -0.014 0.007
H 0.005 0.012 0.011
H -0.008 0.002 -0.004
H 0.010 -0.004 -0.001
H 0.013 0.001 -0.006
H 0.000 0.001 0.003
H 0.001 0.000 0.003
H 0.001 0.000 0.001
H 0.007 -0.005 0.005
H 0.005 -0.009 -0.001
H -0.003 0.002 0.005
H -0.003 0.001 0.004
H -0.005 0.000 0.002
H 0.006 -0.002 0.000
H -0.002 -0.001 0.002
H 0.002 -0.004 -0.002
H 0.001 -0.002 -0.001
H 0.002 -0.001 -0.003
H -0.007 0.008 0.001
H -0.010 0.002 0.005
H -0.003 0.004 -0.002
H 0.000 0.003 0.002
H 0.002 0.004 -0.007
H -0.042 -0.071 0.013
O 0.079 -0.050 0.142
C 0.015 0.099 -0.142
O 0.003 0.047 0.018
C 0.079 -0.001 0.003
C -0.010 -0.002 -0.036
C 0.012 0.015 0.013
C 0.008 0.003 -0.002
C -0.017 -0.013 0.006
C 0.003 -0.002 0.035
S 0.035 0.074 -0.014
H 0.002 0.009 -0.001
H 0.001 -0.001 -0.005
H -0.005 -0.003 0.003
H -0.001 0.005 0.001